# 1
22
Properties=species:S:1:pos:R:3:nbo_charge:R:1 method="wB97M-V/def2-TZVPD" relative_energy_kcal_mol=27.00 lumo_energy_ha=0.125 homo_energy_ev=-4.3 orbital_gap_ev=7.76 total_energy_ev=-29846.9170 charge=-1
C 1.7703 -0.7562 -0.5774 0.070
C -1.0244 -0.7371 -0.4340 0.255
C -0.4395 2.1466 -0.5205 0.970
C 1.0048 -1.1435 -1.8612 -0.477
C -0.2974 -1.7414 -1.2725 -0.442
C -0.1535 0.2348 0.2065 -0.485
N 1.1810 -0.1416 0.3440 -0.412
N -2.2938 -0.6934 -0.3908 -0.661
N 0.7116 1.4749 2.5536 -1.012
O 0.4910 2.7535 -0.1198 -0.655
O -1.4446 2.0804 -1.0777 -0.591
O -1.8126 1.6459 1.8668 -0.952
O -0.9331 -0.4203 2.7164 -0.978
S -0.7115 0.7095 1.8228 2.237
H 2.6729 -1.2764 -0.3952 0.163
H 0.8107 -0.3318 -2.5420 0.222
H 1.6174 -1.9711 -2.4436 0.195
H 0.0674 -2.5884 -0.4978 0.214
H -1.1218 -2.1810 -2.0590 0.233
H -2.5914 0.1260 0.0720 0.348
H 1.0694 2.1410 2.0173 0.369
H 1.4269 0.6697 2.5921 0.388

---

# 2
18
Properties=species:S:1:pos:R:3:nbo_charge:R:1 method="wB97M-V/def2-TZVPD" relative_energy_kcal_mol=75.23 lumo_energy_ha=0.025 homo_energy_ev=-9.0 orbital_gap_ev=9.71 total_energy_ev=-12308.8471
H -4.1491 -0.5446 0.1918 0.316
N -3.1792 -0.4348 -0.5598 -0.724
C -2.1717 0.0737 0.0388 0.554
N -1.9024 0.2189 1.4043 -0.864
N -1.1364 0.4339 -0.8518 -0.614
C 0.2883 0.1775 -0.4843 0.071
C 1.1510 1.2380 -0.2694 -0.190
C 2.4274 0.9388 0.0775 -0.254
C 2.7818 -0.4124 0.3153 0.042
N 1.9977 -1.3793 0.0938 -0.410
C 0.7427 -1.1228 -0.1727 0.039
H -2.7053 0.1415 2.3025 0.419
H -1.2851 1.0351 1.6126 0.391
H -1.3060 0.2844 -1.6939 0.378
H 0.7418 2.4027 -0.5278 0.233
H 3.2030 1.7562 0.3650 0.220
H 3.7786 -0.3675 0.4827 0.186
H -0.0525 -1.9343 -0.3685 0.207

---

# 3
18
Properties=species:S:1:pos:R:3:nbo_charge:R:1 method="wB97M-V/def2-TZVPD" relative_energy_kcal_mol=95.71 lumo_energy_ha="-0.010 / -0.032" homo_energy_ev="-7.6 / -7.9" orbital_gap_ev="7.29 / 7.02" total_energy_ev=-12307.9591
C -0.3207 -2.2171 -0.2567 -0.249
C -0.9004 -1.0340 -0.3933 -0.241
C 1.0259 -2.2797 0.1546 0.025
C -0.2224 0.2160 0.0794 0.173
C 1.2574 0.0225 0.2336 0.226
C -2.1860 1.6581 0.2420 -0.427
N 1.7558 -1.2259 0.4442 -0.431
N 2.2724 0.9503 0.1299 -0.210
N 2.4513 2.1561 -0.2506 -0.412
N -0.8380 1.2787 0.2924 -0.415
H -0.9120 -3.1795 -0.5394 0.219
H -1.9696 -1.2117 -0.7150 0.227
H 1.3563 -3.3230 0.3586 0.190
H -2.5510 1.4755 1.2766 0.214
H -2.1793 2.7095 -0.0262 0.207
H -2.7942 1.1603 -0.4298 0.174
H 3.1163 0.3734 0.1730 0.403
H 1.6382 2.4702 -0.7732 0.324

---

# 4
18
Properties=species:S:1:pos:R:3:nbo_charge:R:1 method="wB97M-V/def2-TZVPD" relative_energy_kcal_mol=44.46 lumo_energy_ha=0.028 homo_energy_ev=-8.4 orbital_gap_ev=9.14 total_energy_ev=-12310.1812
H -3.0324 -2.2818 0.8287 0.328
N -2.8124 -1.3666 0.7018 -0.748
C -1.6267 -1.0402 1.0621 0.589
N -0.7881 -1.7919 1.8462 -0.846
N -1.2236 0.2565 0.6312 -0.622
C 0.0162 0.4060 -0.0749 0.141
C -0.0280 1.3404 -1.2174 -0.200
C 1.0958 1.5904 -1.8748 -0.239
C 2.2960 1.0189 -1.4629 0.006
N 2.4210 0.2043 -0.3926 -0.390
C 1.2932 -0.0551 0.2476 -0.035
H -1.1760 -2.6782 1.8760 0.398
H -0.2925 -1.2498 2.5632 0.415
H -1.8658 0.9101 0.3814 0.402
H -0.8497 1.7221 -1.5042 0.193
H 1.1043 2.5088 -2.7010 0.223
H 3.3244 1.1729 -2.0235 0.200
H 1.3303 -0.7823 0.9948 0.187

---

# 5
18
Properties=species:S:1:pos:R:3:nbo_charge:R:1 method="wB97M-V/def2-TZVPD" relative_energy_kcal_mol=81.37 lumo_energy_ha=0.026 homo_energy_ev=-9.2 orbital_gap_ev=9.88 total_energy_ev=-12308.5810
H -0.5001 2.0629 2.1095 0.342
N -0.5695 1.0508 2.0168 -0.546
C 0.4868 0.4952 1.6049 0.196
C 1.8010 1.1271 1.2635 -0.678
C 0.4470 -0.9286 1.4318 0.246
N 0.4476 -2.0706 1.3434 -0.292
H 1.9496 1.0607 0.1859 0.275
H 1.8134 2.1728 1.5697 0.217
H 2.6159 0.5894 1.7472 0.234
C -1.8876 -1.4955 -0.9564 -0.649
C -1.5698 -0.2528 -1.1806 0.411
N -1.3869 0.9476 -1.2184 -0.641
H -2.5307 -1.7486 -0.1196 0.263
H -1.4407 -2.3296 -1.4646 0.236
H -2.0319 1.5557 -1.7079 0.387
C 0.7228 -0.7128 -2.1980 0.096
N 1.5402 -0.3244 -1.5045 -0.335
H 0.0931 -1.1992 -2.9227 0.238

---

# 6
20
Properties=species:S:1:pos:R:3:nbo_charge:R:1 method="wB97M-V/def2-TZVPD" relative_energy_kcal_mol=7.12 lumo_energy_ha=0.029 homo_energy_ev=-8.6 orbital_gap_ev=9.45 total_energy_ev=-16407.6006 smiles="CNc1nc(N)nc(O)c1C=O"
C 2.5176 -2.1732 -0.0067 -0.411
N 1.9498 -0.8405 0.0434 -0.563
C 0.6895 -0.4593 0.1216 0.489
N -0.2780 -1.4575 -0.0576 -0.594
C -1.5582 -1.0672 0.0200 0.603
N -2.6022 -1.9464 0.0083 -0.775
N -2.0121 0.1956 0.0699 -0.639
C -1.1262 1.1459 0.0268 0.604
O -1.6751 2.3765 -0.0790 -0.647
C 0.2533 0.8794 0.0316 -0.417
C 1.2446 1.9314 0.1756 0.434
O 2.3707 1.8154 -0.2238 -0.582
H 1.7302 -2.8431 -0.4271 0.234
H 2.8065 -2.5158 0.9954 0.197
H 3.4106 -2.0381 -0.5887 0.206
H 2.6815 -0.0388 -0.0648 0.445
H -2.4620 -2.8189 -0.3903 0.391
H -3.4753 -1.4795 -0.1233 0.399
H -2.5964 2.0604 -0.1963 0.500
H 0.8131 2.9391 0.5569 0.124

---

# 7
20
Properties=species:S:1:pos:R:3:nbo_charge:R:1 method="wB97M-V/def2-TZVPD" relative_energy_kcal_mol=45.21 lumo_energy_ha=0.021 homo_energy_ev=-9.0 orbital_gap_ev=9.53 total_energy_ev=-15289.8163 smiles=Cn1ccnc1Cc1nnn[nH]1
C 2.4442 -0.8330 -0.0336 -0.419
N 1.1969 -0.7709 -0.8351 -0.359
C 0.7303 -1.6423 -1.7929 -0.072
C -0.5661 -1.2008 -2.1628 -0.115
N -0.8456 -0.1105 -1.3626 -0.499
C 0.1593 0.2245 -0.6371 0.351
C 0.0889 1.3641 0.3880 -0.486
C -1.1126 1.1900 1.2908 0.340
N -1.0101 1.5013 2.5753 -0.297
N -2.3363 1.4997 2.9557 -0.083
N -3.2271 1.0536 2.1558 -0.022
N -2.4156 0.7857 1.0534 -0.402
H 3.2158 -0.1432 -0.4134 0.214
H 2.9067 -1.8554 -0.1050 0.222
H 2.2134 -0.7539 1.0281 0.222
H 1.2249 -2.5163 -2.2014 0.224
H -1.2034 -1.9248 -2.7519 0.224
H 0.0677 2.3681 -0.1105 0.261
H 1.1151 1.3587 0.7995 0.256
H -2.6464 0.4055 0.1597 0.439

---

# 8
20
Properties=species:S:1:pos:R:3:nbo_charge:R:1 method="wB97M-V/def2-TZVPD" relative_energy_kcal_mol=112.77 lumo_energy_ha=-0.005 homo_energy_ev=-9.2 orbital_gap_ev=9.05 total_energy_ev=-15286.8869
C 1.3912 -1.1420 2.3344 -0.666
C 0.8816 -1.9429 1.0683 -0.251
C -0.2483 -0.0983 -0.4227 0.387
C -2.4066 0.6267 0.1526 0.254
C -1.4295 1.7759 -1.4377 0.286
C -0.3309 0.8685 -1.3974 -0.029
H 0.6662 -1.6703 3.4930 0.222
H 0.6155 -0.0609 1.9651 0.240
H 2.5572 -1.0428 2.5766 0.245
H 1.5934 -2.7310 0.7768 0.202
H -0.1895 -2.3654 1.1050 0.244
H 1.8470 -0.6321 -0.3070 0.378
H -3.1064 0.5164 0.9410 0.188
H 1.6467 1.0111 -2.4720 0.423
N 0.8070 -1.0337 -0.2385 -0.622
N -1.3446 -0.2354 0.3289 -0.499
N -2.5143 1.6694 -0.6859 -0.432
N -0.9841 2.8934 -2.3099 -0.173
N 0.0685 2.4517 -2.9338 0.010
N 0.4800 1.1416 -2.5368 -0.406